(1)
{"formula": "C20H33N3O4S", "method": "the ωB97M-V functional and the def2-TZVPD basis", "spin_multiplicity": 1, "e_tot_ev": -44771.7033, "species": ["O", "O", "O", "O", "C", "C", "C", "C", "C", "C", "C", "C", "N", "N", "N", "C", "C", "C", "C", "C", "C", "C", "C", "C", "C", "C", "C", "S", "H", "H", "H", "H", "H", "H", "H", "H", "H", "H", "H", "H", "H", "H", "H", "H", "H", "H", "H", "H", "H", "H", "H", "H", "H", "H", "H", "H", "H", "H", "H", "H", "H"], "positions_angstrom": [[-1.740402, 0.160055, -2.527087], [-5.302175, -2.460588, 0.808874], [1.337443, 7.448539, 1.670948], [-0.815717, 6.265752, 1.853567], [-2.660837, -0.534388, -2.109236], [-4.275561, -1.882269, 0.478177], [1.217805, 2.835469, -0.629551], [3.119421, 3.392251, 0.752833], [0.598460, 4.033767, -0.266800], [2.507014, 4.595909, 1.115172], [2.480977, 2.502675, -0.122284], [1.240630, 4.918051, 0.609050], [-3.938243, -0.787732, 1.177856], [-2.451102, -1.610761, -1.328114], [-0.034311, 7.122711, -0.338063], [-4.083455, -0.152220, -2.480440], [-2.765757, 0.086798, 1.105828], [2.560432, -4.899872, 1.202143], [3.129538, 1.197305, -0.507384], [-1.118513, -2.119534, -1.032323], [3.172955, -3.774220, 0.369371], [2.547260, 0.052716, 0.327312], [2.567026, -2.423127, 0.759375], [3.166957, -1.288355, -0.076301], [-1.307496, -3.201821, 0.028057], [-2.707630, -3.723934, -0.283542], [-3.472124, -2.465048, -0.712463], [0.424645, 6.456306, 1.103028], [0.706484, 2.156835, -1.307249], [4.095942, 3.147335, 1.158857], [-0.384488, 4.275629, -0.667199], [3.016550, 5.275340, 1.796316], [-4.610459, -0.567740, 1.898085], [0.812305, 7.498439, -0.737995], [-0.670818, 7.864181, -0.083897], [-4.054717, 0.711938, -3.142578], [-4.644230, 0.102738, -1.584128], [-4.560943, -0.981281, -2.998806], [-2.809605, 0.714561, 0.214676], [-2.746942, 0.743518, 1.977410], [-1.846518, -0.498359, 1.102365], [2.740518, -4.727706, 2.268242], [1.480936, -4.959007, 1.032729], [3.009406, -5.858888, 0.925304], [2.955258, 1.004121, -1.570878], [4.212208, 1.255259, -0.356436], [-0.463532, -1.329925, -0.662293], [-0.695205, -2.558910, -1.937099], [4.255602, -3.753017, 0.530665], [2.993033, -3.968445, -0.693160], [2.737915, 0.242665, 1.388959], [1.462739, 0.010209, 0.182290], [1.483742, -2.450762, 0.610549], [2.756587, -2.233090, 1.820938], [2.976944, -1.474358, -1.138725], [4.250956, -1.252268, 0.074417], [-1.290659, -2.756381, 1.023284], [-0.554462, -3.985399, -0.057413], [-3.156844, -4.216981, 0.579567], [-2.655431, -4.416982, -1.125130], [-4.199508, -2.757706, -1.469666]], "forces_ev_per_a": [[0.28, -0.40, 0.24], [0.07, -0.45, -0.43], [0.20, -1.88, -0.16], [1.41, -0.72, -1.01], [0.00, 1.11, -0.73], [-0.83, -0.54, -0.10], [0.04, 0.48, 0.38], [-0.65, 0.20, -0.17], [-0.06, -0.05, 0.06], [-0.15, 0.08, 0.07], [0.15, 0.40, -0.07], [0.20, -0.03, 0.10], [0.96, 1.03, 0.29], [-0.24, -0.87, 0.89], [-0.02, -1.03, -0.41], [0.26, -0.30, 0.18], [-0.18, -0.20, -0.28], [0.27, -0.10, -0.21], [-0.30, 0.24, 0.21], [0.63, 0.10, 0.06], [-0.46, -0.04, 0.47], [0.51, -0.21, -0.46], [0.70, -0.12, -0.60], [-0.60, 0.13, 0.59], [-0.37, 0.17, -0.38], [0.24, 0.04, 0.26], [-0.29, 0.32, -0.06], [-0.87, 1.97, 1.56], [0.06, 0.07, 0.04], [-0.08, 0.04, -0.07], [0.21, 0.01, 0.10], [-0.18, -0.04, -0.17], [-0.03, -0.18, -0.11], [0.06, 0.30, -0.34], [-0.22, 0.22, -0.08], [0.14, -0.12, 0.12], [-0.25, -0.09, 0.06], [-0.24, -0.04, 0.08], [0.21, 0.04, 0.04], [-0.11, -0.19, -0.06], [0.04, 0.13, -0.04], [-0.08, -0.07, -0.10], [0.09, -0.04, 0.09], [-0.16, 0.03, 0.14], [0.01, -0.02, 0.08], [-0.09, -0.01, 0.00], [0.04, 0.12, -0.30], [0.20, 0.19, -0.07], [-0.05, 0.04, -0.11], [0.09, 0.07, 0.03], [-0.09, 0.00, -0.04], [0.02, 0.05, 0.06], [-0.03, 0.00, 0.07], [-0.09, -0.01, -0.01], [0.08, 0.01, 0.03], [-0.03, -0.03, -0.08], [0.13, -0.11, 0.10], [0.04, 0.14, 0.19], [-0.17, -0.01, -0.25], [-0.11, -0.03, 0.07], [-0.31, 0.21, 0.25]], "nbo_charge": [-0.640, -0.634, -0.948, -0.928, 0.689, 0.656, -0.168, -0.218, -0.184, -0.171, 0.020, -0.347, -0.613, -0.447, -1.052, -0.710, -0.410, -0.600, -0.427, -0.217, -0.393, -0.378, -0.376, -0.393, -0.420, -0.385, -0.130, 2.247, 0.224, 0.218, 0.241, 0.244, 0.411, 0.390, 0.403, 0.247, 0.229, 0.226, 0.203, 0.219, 0.195, 0.203, 0.195, 0.209, 0.216, 0.210, 0.213, 0.201, 0.196, 0.194, 0.201, 0.197, 0.187, 0.195, 0.197, 0.197, 0.203, 0.225, 0.238, 0.210, 0.239]}

***

(2)
{"formula": "C20H33NO13PS", "method": "the ωB97M-V functional and the def2-TZVPD basis", "spin_multiplicity": 2, "s_squared": 0.7540, "e_tot_ev": -69507.3713, "species": ["C", "C", "C", "C", "C", "C", "C", "O", "P", "O", "O", "S", "C", "C", "C", "C", "N", "O", "H", "H", "H", "H", "H", "H", "H", "H", "H", "H", "H", "H", "H", "H", "H", "H", "H", "H", "H", "H", "H", "C", "C", "O", "C", "O", "O", "H", "H", "H", "H", "C", "C", "O", "C", "O", "O", "H", "H", "H", "H", "C", "C", "O", "C", "O", "O", "H", "H", "H", "H"], "positions_angstrom": [[-0.136365, -5.498264, 1.933409], [-0.557151, -4.062526, 2.313993], [-0.455293, -3.905959, 3.841072], [-2.020410, -3.819342, 1.869447], [-2.298802, -2.579381, 0.978636], [-2.305938, -2.925582, -0.527274], [-1.043286, -3.532921, -1.071348], [-0.435593, -3.073391, -2.006952], [-4.015506, -2.030909, 1.352424], [-4.045272, -1.637153, 2.917491], [-4.784572, -3.452984, 1.319963], [-4.780298, -0.680114, 0.229149], [-1.385545, -1.375922, 1.307686], [0.116751, -1.668918, 1.553384], [0.569884, -0.954216, 2.832330], [0.952478, -1.103004, 0.395408], [0.397090, -3.133909, 1.635966], [1.620590, -3.398010, 1.893238], [-0.551895, -5.806375, 0.972976], [-0.491180, -6.209845, 2.684255], [0.948933, -5.577597, 1.887577], [-0.935389, -4.769184, 4.310770], [0.582884, -3.842156, 4.167793], [-0.997979, -3.021395, 4.193164], [-2.383129, -4.692452, 1.320796], [-2.644303, -3.779684, 2.767010], [-2.572275, -2.054109, -1.131217], [-3.092547, -3.678787, -0.687903], [-0.709770, -4.473188, -0.605546], [-3.222151, -1.839652, 3.379841], [-5.704415, -3.318301, 1.592560], [-1.772217, -0.826644, 2.171370], [-1.460831, -0.678485, 0.468301], [0.404722, 0.118129, 2.681326], [1.631817, -1.110415, 3.020136], [-0.019201, -1.244221, 3.707153], [0.806052, -0.021783, 0.342465], [0.704890, -1.571655, -0.555292], [2.014382, -1.274651, 0.586746], [5.373773, 0.272985, 0.434962], [5.870902, 1.701312, 0.560793], [4.743374, 2.452772, 0.095930], [3.631301, 1.701406, 0.253978], [2.520910, 2.106768, 0.132297], [3.957522, 0.432804, 0.580698], [5.749743, -0.394730, 1.204691], [5.574671, -0.153124, -0.548855], [6.074120, 1.983231, 1.594923], [6.739019, 1.920569, -0.053889], [0.983402, 5.178005, -1.870500], [2.213776, 5.301125, -0.996743], [2.978344, 6.302657, -1.685302], [2.134938, 7.044498, -2.437538], [2.433775, 8.047842, -3.000186], [0.905172, 6.484214, -2.463573], [0.073445, 4.956143, -1.324939], [1.112076, 4.441684, -2.665906], [1.974661, 5.669861, 0.002100], [2.782531, 4.381125, -0.912283], [-2.351157, 3.200906, -5.429951], [-2.679953, 4.664975, -5.199833], [-2.770649, 4.730287, -3.773513], [-2.053256, 3.712624, -3.248914], [-1.785051, 3.597043, -2.098275], [-1.670723, 2.852489, -4.220099], [-1.700265, 3.025361, -6.281690], [-3.244878, 2.581300, -5.518347], [-1.880075, 5.330002, -5.529109], [-3.620608, 4.978822, -5.643224]], "forces_ev_per_a": [[0.07, -0.02, 0.14], [-0.13, -0.46, -0.18], [-0.20, 0.10, 0.03], [-0.01, 0.01, -0.23], [0.00, 0.04, 0.29], [-0.21, -0.06, -0.04], [0.15, 0.19, -0.33], [-0.15, -0.16, 0.21], [-0.22, 0.06, -0.30], [0.21, 0.05, -0.11], [-0.01, 0.20, 0.20], [0.05, -0.06, 0.18], [0.03, -0.11, -0.25], [0.04, 0.26, -0.45], [-0.22, 0.23, 0.07], [0.29, -0.17, 0.20], [0.02, 0.26, 0.84], [-0.04, -0.01, -0.39], [0.08, 0.08, 0.01], [-0.07, 0.12, -0.09], [-0.07, 0.04, 0.05], [0.10, 0.08, -0.01], [-0.04, -0.06, -0.04], [0.17, -0.05, -0.06], [0.00, 0.06, 0.12], [0.11, -0.05, -0.02], [0.13, -0.03, 0.14], [0.08, 0.04, 0.00], [0.06, -0.07, 0.06], [-0.10, -0.04, 0.10], [0.01, -0.15, -0.19], [0.02, -0.09, 0.01], [-0.04, 0.01, 0.15], [0.07, -0.10, 0.02], [-0.08, -0.11, 0.00], [0.18, -0.02, -0.09], [-0.07, -0.11, -0.10], [-0.10, 0.13, 0.02], [-0.17, -0.01, 0.01], [0.07, -0.04, -0.05], [0.06, -0.03, 0.04], [0.04, 0.04, -0.01], [0.03, -0.04, 0.09], [-0.08, 0.04, -0.05], [0.05, 0.00, 0.02], [-0.10, 0.01, 0.05], [0.01, 0.01, 0.00], [-0.01, -0.01, 0.00], [-0.06, 0.05, -0.07], [0.05, -0.08, 0.05], [0.00, -0.08, 0.07], [-0.01, -0.01, 0.02], [0.00, -0.05, 0.02], [0.01, 0.05, -0.03], [-0.04, -0.03, -0.02], [-0.06, 0.10, -0.03], [0.01, -0.01, 0.00], [-0.01, 0.02, -0.01], [0.07, 0.05, -0.06], [-0.05, 0.01, -0.07], [0.02, 0.01, -0.09], [-0.04, 0.03, -0.01], [0.02, 0.05, -0.04], [0.00, -0.05, 0.08], [0.01, -0.04, -0.02], [0.08, -0.01, 0.06], [-0.01, 0.01, 0.00], [0.01, -0.01, 0.00], [-0.04, 0.00, 0.09]], "lowdin_spin": [0.003, 0.027, 0.020, -0.001, 0.001, 0.001, 0.004, 0.005, 0.000, 0.000, 0.000, 0.000, -0.001, 0.026, 0.018, 0.005, 0.378, 0.506, 0.000, 0.000, -0.001, 0.002, 0.003, 0.000, 0.000, 0.000, 0.000, 0.000, 0.002, 0.000, 0.000, 0.000, 0.000, 0.001, 0.003, 0.000, 0.000, 0.000, -0.001, 0.000, 0.000, 0.000, 0.000, 0.000, 0.000, 0.000, 0.000, 0.000, 0.000, 0.000, 0.000, 0.000, 0.000, 0.000, 0.000, 0.000, 0.000, 0.000, 0.000, 0.000, 0.000, 0.000, 0.000, 0.000, 0.000, 0.000, 0.000, 0.000, 0.000]}

***

(3)
{"formula": "C20H33NO3", "method": "the ωB97M-V functional and the def2-TZVPD basis", "spin_multiplicity": 1, "e_tot_ev": -28908.3070, "species": ["C", "H", "H", "C", "C", "O", "N", "C", "H", "H", "C", "H", "H", "C", "C", "H", "C", "O", "C", "C", "H", "H", "H", "C", "H", "H", "H", "C", "H", "H", "H", "H", "H", "C", "C", "H", "H", "H", "C", "H", "H", "H", "H", "C", "C", "C", "C", "C", "O", "H", "H", "H", "H", "H", "H", "H", "H"], "positions_angstrom": [[-2.571598, -3.576927, 1.011049], [-3.289145, -3.962575, 0.290978], [-1.589382, -3.569156, 0.544702], [-2.994651, -2.179018, 1.462606], [-3.196792, -1.249496, 0.277359], [-4.294484, -1.149331, -0.241391], [-2.129877, -0.552456, -0.195934], [-0.789079, -0.599000, 0.359452], [-0.664271, -1.545053, 0.879301], [-0.669064, 0.215363, 1.085301], [0.283683, -0.484049, -0.729710], [0.355107, 0.556042, -1.039456], [-0.041991, -1.046889, -1.603343], [1.688128, -0.990387, -0.331578], [2.668846, -0.600004, -1.451329], [3.612662, -1.122790, -1.305520], [2.985474, 0.895592, -1.439973], [3.548940, 1.300910, -0.218488], [2.725918, 1.092947, 0.924325], [3.665825, 1.306420, 2.118976], [3.146455, 1.107340, 3.052151], [4.524530, 0.645565, 2.037153], [4.027295, 2.330620, 2.121972], [1.613455, 2.148764, 1.006446], [0.905261, 2.074515, 0.189274], [1.072922, 2.045353, 1.943644], [2.060747, 3.139622, 0.972034], [2.188081, -0.354998, 0.984723], [1.404877, -0.399362, 1.741086], [3.014687, -0.966308, 1.347053], [3.750274, 1.117655, -2.189404], [2.096874, 1.494982, -1.681231], [2.265317, -0.874255, -2.426744], [1.658350, -2.541339, -0.129831], [3.043575, -3.192582, -0.033528], [3.727829, -2.640634, 0.604270], [3.493130, -3.291986, -1.018422], [2.939583, -4.192089, 0.384235], [0.888912, -3.297825, -1.217213], [1.277703, -3.056063, -2.203523], [1.013641, -4.367940, -1.063362], [-0.176672, -3.088848, -1.199804], [1.154658, -2.719820, 0.827675], [-2.406519, 0.480815, -1.183100], [-2.016516, 1.842157, -0.712398], [-1.316547, 2.838695, -1.329208], [-1.279356, 3.922187, -0.416406], [-1.953016, 3.500709, 0.685756], [-2.403409, 2.246070, 0.515819], [-2.170326, 3.977026, 1.620731], [-0.811691, 4.873435, -0.564619], [-0.889200, 2.809639, -2.311173], [-3.489017, 0.436104, -1.355189], [-1.897551, 0.270956, -2.127913], [-2.287808, -1.765856, 2.182066], [-3.969372, -2.253676, 1.948405], [-2.540677, -4.251949, 1.863612]], "forces_ev_per_a": [[-0.02, 0.13, 0.09], [-0.03, -0.07, -0.07], [0.12, -0.05, -0.06], [-0.10, -0.03, -0.06], [-0.11, -0.20, 0.31], [-0.36, -0.13, 0.02], [0.18, 0.25, -0.29], [0.27, 0.02, 0.00], [-0.01, 0.02, 0.08], [0.06, -0.10, 0.03], [0.11, -0.03, 0.19], [-0.03, 0.01, -0.08], [-0.04, 0.01, -0.08], [-0.04, -0.03, -0.01], [-0.04, 0.31, 0.26], [0.07, -0.05, -0.07], [-0.03, -0.19, -0.34], [0.11, -0.02, 0.19], [-0.11, 0.06, 0.65], [-0.18, -0.05, -0.42], [-0.06, -0.02, 0.13], [0.07, -0.11, 0.01], [0.03, 0.15, 0.04], [0.32, -0.22, -0.25], [-0.17, 0.01, -0.08], [-0.11, -0.02, 0.11], [0.03, 0.11, 0.01], [0.20, 0.13, -0.27], [-0.03, -0.05, 0.12], [-0.01, -0.03, 0.07], [-0.16, -0.01, -0.01], [0.04, 0.00, 0.00], [0.00, -0.07, -0.10], [0.03, 0.00, -0.11], [-0.18, 0.13, 0.15], [0.14, 0.02, 0.03], [0.09, -0.01, -0.10], [0.02, -0.09, 0.01], [-0.02, 0.09, 0.31], [0.02, 0.02, -0.17], [-0.01, -0.11, -0.04], [-0.13, 0.02, -0.08], [-0.02, 0.00, 0.01], [-0.42, 0.05, 0.12], [0.53, 0.14, -0.81], [-0.33, -0.54, 0.19], [-0.29, 0.00, 0.50], [0.45, 0.78, -0.27], [-0.28, -0.50, 0.15], [-0.08, -0.02, 0.17], [0.07, 0.23, 0.05], [0.08, -0.10, -0.22], [0.29, 0.01, -0.08], [-0.04, 0.12, 0.07], [0.00, -0.01, 0.02], [0.09, 0.12, -0.05], [0.03, -0.08, 0.02]], "nbo_charge": [-0.597, 0.221, 0.197, -0.492, 0.695, -0.636, -0.441, -0.221, 0.214, 0.196, -0.437, 0.222, 0.215, 0.016, -0.448, 0.215, -0.057, -0.545, 0.276, -0.610, 0.205, 0.213, 0.215, -0.642, 0.210, 0.209, 0.217, -0.445, 0.210, 0.212, 0.195, 0.156, 0.210, -0.215, -0.609, 0.207, 0.203, 0.213, -0.614, 0.205, 0.215, 0.205, 0.194, -0.280, 0.276, -0.319, -0.314, 0.085, -0.405, 0.205, 0.231, 0.228, 0.274, 0.212, 0.207, 0.238, 0.213]}